Record 1
C21H16Cl2CoN3O2S6 as an isolated structure, computed with ωB97M-V/def2-TZVPD.

```
51
Properties=species:S:1:pos:R:3:forces:R:3:mulliken_charge:R:1
Co -0.041714 0.807286 -0.105837 0.239 0.021 0.076 0.16
Cl 3.613136 0.628253 -3.464866 -0.010 0.009 0.003 -0.20
Cl 0.504475 -2.804211 -0.593442 -0.077 -0.020 0.078 -0.15
S -2.935635 7.454455 0.152781 -0.033 0.084 0.000 -0.34
S -2.155815 1.707905 -0.697115 -0.071 0.000 -0.038 -0.34
S -3.083621 4.559042 -0.541970 0.033 -0.031 0.011 -0.12
S 0.674182 2.871758 0.774462 0.017 0.085 0.028 -0.62
S 0.746225 0.014227 -2.213352 -0.088 -0.189 -0.067 -0.27
S -0.714698 5.538621 0.697491 -0.011 -0.028 -0.007 -0.12
O -3.119934 -3.116975 -0.117207 0.010 -0.006 0.004 -0.63
O -2.286660 -1.312786 -1.116570 -0.081 -0.106 0.122 0.20
N -4.106608 -1.215914 -2.992917 0.012 -0.014 -0.012 -0.56
N -0.592015 -0.419332 1.585134 0.086 -0.009 -0.063 0.42
N 1.872966 0.076848 0.812034 -0.109 0.124 0.128 0.94
C -4.386270 -2.146418 -1.911527 -0.005 0.029 -0.027 -0.39
C -2.279904 5.932529 0.106279 0.060 -0.130 -0.002 0.11
C 3.112437 -3.110974 -1.043665 -0.028 -0.032 0.024 -0.67
C 2.883731 -1.007920 2.665379 0.025 -0.042 0.026 -0.80
C -0.717363 3.823162 0.341835 0.015 0.024 0.016 0.18
C 3.069455 0.464447 0.389176 0.070 0.062 -0.027 -0.51
C 4.236674 0.128387 1.055131 -0.035 -0.047 0.042 -1.02
C 2.017740 -2.289583 -1.260982 0.061 -0.042 -0.057 1.02
C 1.766213 -0.640188 1.927514 -0.091 -0.080 -0.039 0.28
C 4.460967 -1.634664 -2.345267 -0.014 -0.016 0.006 -0.81
C 4.345387 -2.784571 -1.582032 -0.013 0.039 -0.020 -0.45
C 0.072483 -1.851884 3.360305 0.021 -0.022 0.045 -0.92
C -2.244578 -1.487510 2.923548 0.060 -0.020 0.014 -0.96
C -1.864051 -0.648203 1.888531 -0.090 -0.043 0.011 -0.08
C 0.371163 -0.992233 2.315167 0.063 0.040 -0.029 0.63
C 4.135632 -0.623670 2.214338 -0.027 0.023 -0.025 -0.57
C -1.254890 -2.107565 3.663712 -0.017 0.027 -0.038 -0.46
C -3.197049 -2.257671 -0.959567 -0.077 0.039 -0.016 0.33
C 3.355600 -0.821961 -2.537420 0.032 -0.036 0.035 0.40
C 2.085009 -1.090573 -1.991339 0.037 0.189 -0.127 -0.74
C -1.841614 3.358481 -0.245832 -0.084 0.106 -0.021 0.03
H 2.979972 -4.009287 -0.455718 0.004 -0.003 -0.001 0.43
H -2.587601 -0.131648 1.270102 0.015 0.010 -0.003 0.49
H -4.907072 -0.673992 -3.278000 0.007 0.010 0.012 0.19
H 2.781626 -1.575140 3.579128 0.018 -0.004 -0.003 0.36
H 5.193886 0.452117 0.672049 -0.003 0.008 -0.013 0.46
H 0.863321 -2.327840 3.921226 -0.011 -0.004 0.011 0.33
H -1.510050 -2.786429 4.467225 0.008 0.001 0.007 0.40
H -5.211656 -1.761502 -1.310262 -0.009 -0.019 -0.005 0.27
H -3.694298 -1.660766 -3.800514 -0.019 0.001 -0.008 0.19
H 5.405571 -1.349673 -2.788046 0.001 0.000 -0.002 0.42
H 5.203437 -3.422541 -1.416391 0.002 -0.004 0.000 0.37
H -4.656588 -3.157312 -2.224033 0.010 -0.002 0.003 0.33
H 3.076715 1.065810 -0.512814 -0.024 0.011 0.010 0.72
H -2.597114 -0.722164 -1.838786 0.126 0.011 -0.044 0.29
H -3.292003 -1.659072 3.124706 -0.007 0.006 -0.020 0.40
H 5.022699 -0.900459 2.769614 -0.002 -0.009 0.004 0.42
```
Forces are in eV/Å.

Results
- relative energy (zero: lowest compared OMol25 entry of this formula, charge and spin) (kcal/mol) = 0.00
- <S²> = 3.762
- total charge = -1
- 2S+1 = 4
- Kohn-Sham gap (alpha / beta) (eV) = 5.67 / 5.80
- E_HOMO (alpha / beta) (eV) = -3.65 / -3.78



Record 2
One molecule with the formula C19H21N7S, computed with ωB97M-V/def2-TZVPD.

```
48
Properties=species:S:1:pos:R:3:forces:R:3:mulliken_charge:R:1
S -3.837882 -0.858300 -0.082980 1.509 0.341 1.161 -0.23
N -2.736472 -0.711184 2.273571 0.070 -0.545 0.356 0.74
N -0.122535 -0.890701 5.809745 -0.780 0.104 1.320 -0.07
N -0.664938 -0.754090 4.582822 1.375 -0.247 -0.722 -0.68
N -4.303451 -0.977563 3.778114 1.661 -0.156 -0.090 -0.26
N -1.675270 -0.372212 1.492684 -0.961 -0.447 -2.336 -1.04
N 1.399487 0.690029 -4.172464 0.375 0.252 0.087 0.24
N -4.878913 -1.033871 2.540825 -0.299 -0.440 -0.277 -0.85
C -0.767127 0.233178 -3.255783 -3.469 0.067 -0.906 -0.01
C -1.237328 -1.188568 8.269433 -0.310 -0.619 -1.255 -0.45
C -2.250294 -0.934297 6.161488 -1.762 0.024 -3.582 1.10
C 0.554697 0.471046 -6.513899 0.581 1.452 -0.100 -0.88
C 2.872619 -1.320263 -4.402899 -0.388 0.094 1.434 -0.97
C -1.695628 0.051679 -2.215525 1.483 -0.517 0.991 -1.49
C 0.193223 0.004557 -0.691870 -0.152 0.082 -0.280 -0.86
C -2.101937 -0.422654 0.234994 0.847 0.247 1.044 0.22
C -3.924068 -0.944893 1.650586 -0.951 0.611 1.168 0.37
C -3.389983 -1.134943 7.028106 -2.589 -0.142 0.418 -0.17
C -1.198245 -0.139345 -0.881203 -0.140 0.475 -1.512 0.91
C -2.776457 -1.339710 8.425854 0.389 -0.119 0.119 -0.68
C -1.958133 -0.826593 4.718661 -1.610 0.158 1.908 0.49
C 2.807490 0.184843 -4.249366 -0.504 0.972 0.474 -0.80
C 0.568536 0.382722 -3.074720 1.783 0.426 -0.835 0.71
C 1.033932 0.275480 -1.773842 1.058 0.079 1.588 -0.20
C -1.103928 -0.982215 6.781119 2.340 0.015 0.205 -0.55
C 0.886382 1.426110 -5.350504 0.924 -0.400 -0.128 -0.97
C -2.975857 -0.828051 3.630847 -0.309 0.470 -0.218 0.11
H 3.371092 0.529593 -3.365335 -0.252 -0.288 -0.090 0.36
H -3.131238 -0.584842 9.120763 -0.190 -0.131 0.172 0.27
H 2.093918 0.484773 -1.533873 -0.687 -0.297 -0.313 0.21
H 3.322826 0.693514 -5.068660 -0.371 -0.015 -0.152 0.39
H -1.173681 0.300670 -4.286035 0.262 -0.019 0.833 0.18
H -2.997887 -2.342045 8.820543 -0.092 0.444 -0.036 0.27
H -4.079946 -0.244201 7.029271 0.382 -1.036 -0.144 0.21
H -0.770921 -2.117443 8.546530 0.610 -0.115 0.493 0.28
H -3.955284 -2.054400 6.729879 0.097 0.964 0.123 0.17
H -0.291296 -0.131515 -6.263942 -0.597 -0.449 0.051 0.29
H 0.336528 1.087116 -7.409332 0.096 -0.569 0.274 0.39
H 3.887021 -1.704102 -4.413331 0.185 0.028 -0.006 0.40
H -0.887905 -0.341799 8.798719 0.702 0.608 0.819 0.30
H -2.764787 0.003631 -2.432614 0.357 -0.025 0.025 0.27
H 2.340457 -1.750828 -3.527209 0.349 -0.041 -0.557 0.26
H 0.859027 -0.857025 6.016881 0.098 0.112 -0.727 0.19
H 1.408334 -0.179558 -6.686360 -0.002 0.003 -0.282 0.21
H 2.359547 -1.619868 -5.288071 -0.334 -0.351 -0.664 0.27
H 0.029676 2.059504 -5.130999 -0.168 -0.249 0.495 0.47
H 0.615455 -0.037868 0.320471 -0.266 -0.089 -0.503 0.45
H 1.664936 2.169341 -5.659566 -0.350 -0.724 0.158 0.41
```
Forces are in eV/Å.

Results
- SMILES string = CCN(CC)c1ccc(-c2nn3c(-c4n[nH]c5c4CCC5)nnc3s2)cc1
- relative energy (zero: lowest compared OMol25 entry of this formula, charge and spin) (kcal/mol) = 0.00
- 2S+1 = 1
- Kohn-Sham gap (eV) = 7.92
- E_HOMO (eV) = -7.87



Record 3
C26H29NOP2V as an isolated structure, computed with ωB97M-V/def2-TZVPD.

```
60
Properties=species:S:1:pos:R:3:forces:R:3:mulliken_charge:R:1
V 0.895606 -0.675134 -0.200353 -4.885 3.276 1.573 -0.78
P 2.647247 0.784258 -0.468832 1.810 2.355 -0.124 1.29
P 0.425402 -1.545036 -2.266412 -1.276 -0.431 -2.483 1.29
O 3.063948 -2.814817 0.100923 -3.439 3.508 -0.677 -0.27
N -0.468508 0.870358 -0.375240 0.883 -1.568 0.727 0.07
C -0.790996 -0.313006 -2.953082 0.167 0.047 -0.069 -1.35
C -0.061555 3.861285 2.506060 -0.059 -0.055 0.019 -0.84
C 0.054434 -1.428458 1.608934 0.687 0.302 -1.022 0.70
C -1.368287 -2.000360 3.935831 0.210 0.144 -0.233 -0.66
C -1.177489 3.022037 2.526973 -0.046 -0.166 -0.312 -0.87
C 0.938124 3.696507 1.542049 0.268 -0.288 -0.359 -0.96
C -2.798162 0.605757 0.176983 -0.307 -0.343 0.012 0.09
C -1.974739 -0.072839 -2.042147 -0.053 -0.143 0.406 0.62
C 0.833599 2.710946 0.558957 -0.200 -0.327 0.326 0.51
C 0.429728 -0.810385 2.803114 -0.171 -0.389 0.244 -0.04
C -1.736834 -2.596371 2.724994 0.049 0.046 -0.338 -0.63
C -0.330342 1.899516 0.563134 0.423 -0.053 -0.147 0.68
C -1.759969 0.498783 -0.763987 0.199 -0.282 -0.137 0.62
C -0.520291 -3.093245 -2.261064 -0.002 -0.288 0.350 -1.30
C -1.322474 2.041999 1.545781 0.147 0.134 0.515 0.06
C -3.281031 -0.432597 -2.378267 0.488 -0.112 0.013 -0.93
C -1.030763 -2.305960 1.543306 0.161 -0.090 0.482 0.00
C -4.082170 0.192448 -0.172116 0.276 0.179 0.162 -0.94
C 3.667056 0.762776 -1.976475 -0.079 -0.342 -0.189 -1.28
C -4.324777 -0.296681 -1.454524 0.044 0.039 -0.091 -0.77
C 3.875799 0.901885 0.862450 0.006 -0.337 0.256 -1.24
C 1.614828 -1.778503 -3.615127 0.419 -0.010 0.093 -1.12
C -2.358361 0.958040 1.567125 0.177 -0.320 0.206 -0.49
C 1.900273 2.481114 -0.490058 0.015 -0.022 -0.205 -1.15
C 2.219864 -2.001354 -0.002685 4.965 -5.635 1.659 0.16
C -0.286138 -1.110876 3.977138 0.087 0.102 -0.302 -0.61
H -1.014331 -3.235241 -3.232266 0.191 0.070 0.226 0.46
H 3.372081 1.064688 1.822321 0.125 -0.018 -0.139 0.34
H -1.917950 -2.234362 4.850870 0.212 0.072 -0.336 0.42
H -1.316208 -2.772360 0.598966 -0.018 0.013 0.324 0.12
H 1.274420 -0.115990 2.830768 -0.196 -0.174 0.132 0.25
H -2.573394 -3.299157 2.690170 0.273 0.261 0.027 0.45
H 4.563915 1.736255 0.667514 -0.215 -0.239 -0.005 0.47
H -3.186002 1.165069 2.248930 0.117 -0.025 -0.132 0.90
H 0.164017 -3.930531 -2.065831 -0.221 0.149 -0.067 0.46
H 1.491584 2.607848 -1.506971 0.104 0.116 0.311 0.44
H 0.047479 4.642227 3.258729 -0.040 -0.223 -0.195 0.42
H -3.466197 -0.855711 -3.365476 -0.077 0.129 0.234 0.46
H -0.219336 0.615500 -3.116485 -0.251 -0.233 -0.118 0.41
H 2.727232 3.190669 -0.351656 -0.197 -0.110 -0.128 0.57
H -4.875546 0.253046 0.575738 0.170 -0.053 -0.315 0.52
H 1.106467 -2.208061 -4.489776 0.101 0.134 0.267 0.45
H 4.449696 1.530857 -1.911428 -0.249 -0.169 0.024 0.47
H 4.138527 -0.222379 -2.077054 0.007 0.209 -0.028 0.43
H -1.794006 0.042803 1.926873 -0.910 0.943 -0.059 -0.28
H 3.048433 0.947217 -2.862987 0.164 0.021 0.191 0.36
H 4.440381 -0.037972 0.915595 -0.041 0.245 0.066 0.46
H -1.942815 3.110876 3.299180 0.270 0.063 -0.171 0.53
H 2.084012 -0.827656 -3.895131 -0.142 -0.251 0.028 0.37
H -5.331304 -0.598460 -1.741511 0.245 0.083 0.081 0.42
H -1.280001 -3.071478 -1.471196 0.107 -0.038 -0.254 0.31
H 0.010487 -0.651859 4.921669 -0.105 -0.123 -0.277 0.45
H 2.398745 -2.469248 -3.278510 -0.123 0.102 -0.179 0.41
H -1.125522 -0.712277 -3.918146 0.085 0.183 0.089 0.62
H 1.832111 4.323600 1.553720 -0.347 -0.068 0.047 0.44
```
Forces are in eV/Å.

Results
- relative energy (zero: lowest compared OMol25 entry of this formula, charge and spin) (kcal/mol) = 0.00
- <S²> = 0.799
- total charge = +2
- 2S+1 = 2
- Kohn-Sham gap (alpha / beta) (eV) = 4.41 / 4.44
- E_HOMO (alpha / beta) (eV) = -13.64 / -13.53



Record 4
A 5-piece molecular cluster, C21H21F4N2O16PS overall, computed with ωB97M-V/def2-TZVPD.

```
66
Properties=species:S:1:pos:R:3:forces:R:3:mulliken_charge:R:1
S -0.384217 1.386658 -3.854610 0.025 -0.105 0.022 -0.46
P 0.433507 -0.305021 -3.497279 -0.042 0.109 -0.153 1.03
F -2.436410 1.833803 4.586172 -0.096 -0.040 -0.042 -0.28
F -2.923343 1.809149 1.070163 -0.065 0.031 0.062 -0.22
F 6.118496 0.404792 6.840476 0.017 0.057 -0.094 -0.27
F -0.799688 4.456022 -7.301072 0.061 0.079 0.021 -0.28
O -6.313948 -0.536900 -0.544111 -0.047 -0.169 -0.050 -0.49
O -2.213304 -0.300287 5.297112 0.135 0.039 0.141 -0.34
O 2.555413 3.182812 -9.901101 0.030 0.018 -0.044 -0.50
O 5.748165 -2.241243 4.674982 0.093 -0.036 -0.008 -0.31
O 2.038715 -0.224550 -3.494980 0.033 0.183 0.090 -0.56
O -1.902342 -2.533898 5.171668 -0.018 -0.061 0.032 -0.53
O 4.516962 -0.706129 5.697324 -0.062 -0.083 0.146 -0.28
O -1.003470 -1.150079 3.639234 0.074 0.012 -0.009 -0.24
O 3.607783 -1.951286 4.056642 -0.018 0.124 -0.043 -0.56
O 2.711001 0.470348 2.668726 0.048 -0.226 -0.138 -0.41
O -6.193139 1.645490 0.010323 -0.051 -0.031 0.009 -0.36
O -4.345171 0.410421 0.026665 0.009 -0.066 -0.222 -0.18
O 1.644161 0.077106 1.792599 -0.009 0.229 0.195 -0.25
O 0.608295 3.794251 -8.937296 -0.125 -0.156 -0.056 -0.33
O 2.134866 2.711784 -7.739397 0.018 -0.011 0.092 -0.33
O 0.099849 -1.410622 -4.602339 -0.008 0.011 -0.009 -0.50
N -2.678790 -2.718042 -0.067717 -0.009 -0.030 0.023 -0.54
N -2.130247 -1.688256 -2.629728 -0.046 -0.023 -0.020 -0.45
C -1.466758 -2.167936 -0.359505 -0.303 0.048 -0.472 -0.16
C -3.910824 1.748498 0.140700 0.028 -0.063 -0.089 0.22
C -3.282261 -2.211508 -2.320853 -0.008 -0.024 0.212 -0.29
C -3.562895 -2.728947 -1.022444 0.085 0.047 -0.172 -0.43
C 4.538781 -1.661619 4.739222 0.082 0.007 0.014 0.70
C 1.714788 -1.312103 1.502248 0.077 -0.083 -0.153 -1.19
C -0.493856 -2.090413 0.652676 -0.052 -0.110 0.257 -0.22
C 0.075443 -1.060464 -1.898958 -0.081 -0.026 -0.138 0.02
C 1.846427 3.224506 -8.954653 -0.006 0.094 0.113 0.65
C 1.116189 3.110594 -6.812070 0.035 -0.010 -0.027 0.16
C 0.984198 -0.990221 -0.883165 0.167 0.136 0.270 -0.19
C 0.705941 -1.503080 0.407302 0.269 0.040 -0.104 -0.47
C -1.160718 0.245197 3.337691 0.041 0.048 0.017 0.07
C 6.650068 -1.512181 5.518154 0.013 0.010 -0.016 -0.43
C -5.691149 0.406622 -0.202740 0.128 0.271 0.190 0.57
C -0.042046 3.420131 -7.736939 0.065 -0.018 -0.109 0.31
C 5.697586 -0.824392 6.478354 -0.072 -0.052 -0.055 0.32
C -5.170843 2.468565 0.578229 0.005 -0.010 0.046 -0.40
C -1.192450 -1.648732 -1.646013 -0.267 -0.175 0.320 0.63
C -1.726015 -1.445342 4.744996 -0.081 0.104 -0.143 0.63
C -1.564901 0.800921 4.686327 -0.042 -0.102 0.020 0.28
H 0.908619 2.316841 -6.102013 0.093 -0.073 -0.054 -0.28
H -0.736130 -2.473074 1.634376 -0.059 -0.043 0.002 0.62
H -5.254120 2.457650 1.666086 0.052 0.010 0.015 0.27
H 5.464380 -1.394457 7.378580 0.033 0.066 0.058 0.29
H -1.959457 0.373692 2.608458 -0.058 0.015 0.055 -0.15
H 2.780616 -0.268834 3.299579 -0.103 0.000 0.050 0.33
H 1.927255 -0.476961 -1.028152 0.032 -0.005 0.015 0.82
H -4.047504 -2.245315 -3.089243 0.031 0.020 -0.007 0.47
H -0.733286 1.112901 5.320194 -0.017 0.109 -0.014 0.26
H -3.501608 2.074628 -0.816553 0.099 0.036 0.038 0.29
H 1.435515 4.013482 -6.289499 -0.053 0.024 0.016 0.26
H -4.539633 -3.151078 -0.811117 0.028 0.040 0.025 0.42
H 2.726314 -1.572951 1.176567 0.015 0.043 -0.006 0.60
H 7.349279 -2.191981 5.993768 -0.077 -0.094 -0.020 0.26
H -5.254349 3.484318 0.204930 -0.067 -0.045 -0.096 0.29
H -0.699707 2.573219 -7.938148 -0.087 0.044 0.049 0.29
H 1.457298 -1.913353 2.379000 0.014 0.046 0.025 0.45
H 0.307574 -2.310159 -4.322265 -0.069 -0.054 -0.046 0.36
H 2.457234 -0.967653 -3.044981 0.084 -0.064 -0.096 0.35
H -0.231717 0.648412 2.948633 0.065 -0.108 0.026 0.34
H 7.185580 -0.773740 4.920786 0.012 0.042 0.040 0.28
```
Forces are in eV/Å.

Results
- SMILES string = OOCc1cc(P(O)(O)=S)c2nccnc2c1.O=C1OC[C@@H](F)O1.O=C1OC[C@@H](F)O1.O=C1OC[C@@H](F)O1.O=C1OC[C@@H](F)O1
- relative energy (zero: lowest compared OMol25 entry of this formula, charge and spin) (kcal/mol) = 0.00
- 2S+1 = 1
- Kohn-Sham gap (eV) = 8.43
- E_HOMO (eV) = -9.16



Table of E (hartree), in record order: -5817.09181, -1518.01287, -2764.26832, -3265.25004
Table of max |F| (Eh/bohr), in record order: 0.005, 0.078, 0.150, 0.011